*one*
C3H4O2S | the ωB97M-V functional and the def2-TZVPD basis

The geometry in XYZ format:
```
10
Properties=species:S:1:pos:R:3:nbo_charge:R:1
C -1.62195 -0.13540 1.08602 -0.337
C -2.41034 0.71410 0.73873 -0.129
H 0.81451 1.23497 -1.66674 0.170
H 1.60697 -0.31992 -2.16927 0.184
O -0.30636 -2.51446 0.81208 -0.819
H 2.59734 0.96863 -1.00624 0.183
O 0.81781 -0.84693 2.11798 -0.833
H -3.16463 1.39400 0.53386 0.237
C 1.70922 0.59363 -1.44701 -0.517
S -0.04256 -1.08861 1.00060 1.860
```

Calculated values
* multiplicity: 1
* total charge: 0
* HOMO (alpha / beta): -0.3733 / -0.3478 Eh
* HOMO-LUMO gap (alpha / beta): 9.66 / 6.79 eV
* molar mass: 104.13 Da

*two*
C3H4O2S | the ωB97M-V functional and the def2-TZVPD basis

The geometry in XYZ format:
```
10
Properties=species:S:1:pos:R:3:nbo_charge:R:1
C 0.44493 -1.02448 -0.05131 -0.083
H 0.81035 -1.75910 0.64766 0.189
C 0.71889 0.97102 0.12241 0.788
H 0.00782 -1.55356 -0.96732 0.192
S -1.93268 0.54363 -0.14021 0.039
O 0.94542 2.12753 -0.01713 -0.512
C -0.38459 0.00627 0.55285 -0.497
H -1.52981 0.81623 -1.35748 0.120
H -0.52599 -0.00378 1.62173 0.262
O 1.44567 -0.12376 -0.41119 -0.497
```

Calculated values
* multiplicity: 1
* total charge: 0
* HOMO: -0.3599 Eh
* HOMO-LUMO gap: 10.50 eV
* molar mass: 104.13 Da

Verdict on stability: *two* comes out on top.

*one*
C3H4O2S | the ωB97M-V functional and the def2-TZVPD basis

The geometry in XYZ format:
```
10
Properties=species:S:1:pos:R:3:nbo_charge:R:1
H 0.24670 -0.94576 0.92232 0.269
C -0.28187 -0.44314 0.16427 -0.580
H 0.61715 -0.73177 -0.68885 0.243
O 1.31498 1.32728 0.50058 -0.658
C -1.68857 -0.78530 -0.39969 -0.320
C 0.07418 1.03028 0.10914 0.763
S -2.96751 0.13842 -0.09503 0.159
H 1.06244 2.26105 0.59124 0.505
H -1.89632 -1.79228 -0.94337 0.223
O -0.73953 1.86339 -0.33517 -0.605
```

Calculated values
* multiplicity: 1
* total charge: 0
* HOMO: -0.3165 Eh
* HOMO-LUMO gap: 8.28 eV
* molar mass: 104.13 Da

*two*
C3H4O2S | the ωB97M-V functional and the def2-TZVPD basis

The geometry in XYZ format:
```
10
Properties=species:S:1:pos:R:3:nbo_charge:R:1
C -0.28533 0.46230 0.46492 0.014
C 1.13030 -0.10905 0.16154 0.111
O -0.53000 1.65869 -0.12856 -0.684
H -0.37826 1.72674 -1.06548 0.486
O 0.69454 -1.40961 -0.04541 -0.473
H -0.82015 -0.84127 -1.16894 0.176
S 2.60844 0.34449 -0.00586 0.066
H -0.41331 0.58379 1.56516 0.216
C -0.60667 -0.90550 -0.10720 -0.106
H -1.39956 -1.51058 0.32982 0.195
```

Calculated values
* multiplicity: 1
* total charge: 0
* HOMO: -0.3344 Eh
* HOMO-LUMO gap: 9.32 eV
* molar mass: 104.13 Da

Verdict on stability: *one* comes out on top.

*one*
C5H9NOS | the ωB97M-V functional and the def2-TZVPD basis

The geometry in XYZ format:
```
17
Properties=species:S:1:pos:R:3:nbo_charge:R:1
C 0.19852 0.68981 -0.48954 -0.233
N 0.97044 -1.99653 2.00231 -0.599
H -1.14387 0.99412 0.99418 0.209
H -0.06134 0.59516 -2.73573 0.217
C -0.14493 -2.22082 1.48502 0.377
S 1.94052 -1.03350 0.91565 0.394
O -0.60362 -1.56033 0.37199 -0.506
H -0.73478 1.90628 -1.97598 0.214
C 0.58077 -0.81742 -0.18960 -0.089
H 0.85051 -1.24817 -1.13739 0.197
H 1.15658 1.15557 -0.63055 0.198
C -0.17439 1.44473 0.79270 -0.632
H -1.57238 0.44411 -1.68535 0.212
H 0.68628 1.28416 1.56507 0.229
C -0.61281 0.87286 -1.81292 -0.614
H -0.99129 -3.04048 1.77766 0.205
H -0.34423 2.53045 0.75249 0.220
```

Calculated values
* multiplicity: 1
* total charge: 0
* HOMO: -0.3120 Eh
* HOMO-LUMO gap: 9.19 eV
* molar mass: 131.20 Da

*two*
C5H9NOS | the ωB97M-V functional and the def2-TZVPD basis

The geometry in XYZ format:
```
17
Properties=species:S:1:pos:R:3:nbo_charge:R:1
H -0.97735 -0.46389 1.85772 0.235
H -1.42688 2.47444 1.13347 0.381
C -0.77665 0.83037 0.10062 0.124
C 0.56876 1.23712 -0.72041 -0.080
H -2.56304 1.30618 0.52692 0.373
H -0.84350 -0.45111 -2.45188 0.168
H 0.37161 1.97608 -1.58275 0.175
O 0.84007 0.10559 -1.45830 -0.538
N -1.72117 1.75446 0.41649 -0.835
H 1.38127 1.55537 -0.10621 0.197
S 1.29608 -1.06336 1.31883 -0.028
C -0.33313 -0.38521 0.96863 -0.412
H -2.13563 -0.93111 -0.33111 0.228
H 0.23488 -1.73736 -1.98370 0.186
C -1.10427 -0.71661 -0.34856 -0.262
C -0.21690 -0.72351 -1.57349 -0.069
H 1.72214 -1.29360 0.02643 0.156
```

Calculated values
* multiplicity: 1
* total charge: 0
* HOMO: -0.3013 Eh
* HOMO-LUMO gap: 9.03 eV
* molar mass: 131.20 Da

Verdict on stability: *one* comes out on top.

*one*
C5H9NOS | the ωB97M-V functional and the def2-TZVPD basis

The geometry in XYZ format:
```
17
Properties=species:S:1:pos:R:3:nbo_charge:R:1
C -0.09353 0.74554 0.53440 -0.426
H -2.29988 -1.27660 -0.94290 0.182
H 2.05992 -1.09255 0.97597 0.191
S 1.04649 1.51292 2.89747 -0.051
C -0.49477 -0.18404 -0.47709 0.277
N 0.25867 -1.02322 -1.19891 -0.809
H -0.04201 -1.40750 -2.10196 0.409
H 3.08320 0.22608 1.94230 0.253
C 1.07313 0.84132 1.40485 -0.090
C -1.91939 -0.21827 -1.04545 -0.116
H -0.93233 1.43852 0.81755 0.256
H -3.58718 0.60658 -0.89446 0.472
C 2.37767 0.05871 1.11321 -0.666
H -1.73576 -0.00087 -2.17947 0.171
H 1.14673 -1.22024 -0.71773 0.410
O -2.73512 0.63291 -0.25125 -0.681
H 2.79415 0.36070 0.12348 0.216
```

Calculated values
* multiplicity: 1
* total charge: 0
* HOMO: -0.2848 Eh
* HOMO-LUMO gap: 7.77 eV
* molar mass: 131.20 Da

*two*
C5H9NOS | the ωB97M-V functional and the def2-TZVPD basis

The geometry in XYZ format:
```
17
Properties=species:S:1:pos:R:3:nbo_charge:R:1
C 0.03573 1.35997 -0.95117 -0.653
H -1.73282 -0.83982 1.26204 0.229
H 0.58076 -2.23779 -0.44166 0.258
H 0.70190 2.29911 -0.80319 0.256
H 0.12599 -1.39412 -1.99760 0.228
N 3.29860 -0.00665 -0.55805 -0.280
H -1.01002 1.46363 -0.71758 0.226
H -2.04233 0.90352 1.17128 0.205
C 2.13362 0.03070 -0.57591 0.271
C 0.04565 -1.33536 -0.93297 -0.610
H -1.61629 0.16084 2.74663 0.258
O 0.76118 -0.77536 1.96336 -1.027
H 0.24729 1.25417 -2.05387 0.234
C 0.64481 0.00459 -0.38019 -0.382
S 0.34122 0.39273 1.31269 1.382
H -1.06016 -1.40404 -0.69532 0.219
C -1.45514 0.12389 1.65152 -0.814
```

Calculated values
* multiplicity: 1
* total charge: 0
* HOMO: -0.3374 Eh
* HOMO-LUMO gap: 9.69 eV
* molar mass: 131.20 Da

Verdict on stability: *one* comes out on top.